Entry 1:
C21H27N3O4S | wB97M-V/def2-TZVPD

Values from the calculation:
**SMILES string**: COc1ccc([C@H]2SCC(=O)Nc3c2c(=O)[nH]n3C2CCCCCC2)cc1OC
**Relative energy (zero: lowest compared OMol25 entry of this formula, charge and spin)**: 291.0 kJ/mol
**Largest force on an atom**: 0.761 eV/Å

Last columns: bonded neighbours and bond lengths (Å).
Atoms and positions in Å:
1 C -0.90 1.69 6.65  O2 1.410, H30 1.092, H31 1.092, H32 1.090
2 O -1.36 2.10 5.38  C1 1.410, C3 1.364
3 C -1.54 1.20 4.37  O2 1.364, C4 1.391, C27 1.409
4 C -2.30 1.68 3.31  C3 1.391, C5 1.381, H33 1.078
5 C -2.57 0.92 2.19  C4 1.381, C6 1.383, H34 1.079
6 C -2.08 -0.37 2.12  C5 1.383, C7 1.510, C26 1.390
7 C -2.26 -1.27 0.92  C6 1.510, S8 1.845, C14 1.488, H35 1.094
8 S -3.84 -0.93 0.02  C7 1.845, C9 1.826
9 C -3.27 -0.11 -1.52  S8 1.826, C10 1.506, H36 1.091, H37 1.089
10 C -2.58 1.20 -1.25  C9 1.506, O11 1.207, N12 1.371
11 O -3.11 2.28 -1.37  C10 1.207
12 N -1.25 1.10 -0.93  C10 1.371, C13 1.386, H38 1.012
13 C -0.59 -0.08 -0.64  N12 1.386, C14 1.364, N18 1.374
14 C -1.04 -1.16 0.07  C7 1.488, C13 1.364, C15 1.453
15 C 0.03 -2.14 0.09  C14 1.453, O16 1.214, N17 1.385
16 O 0.13 -3.20 0.66  C15 1.214
17 N 1.01 -1.58 -0.71  C15 1.385, N18 1.390, H39 1.008
18 N 0.70 -0.28 -1.07  C13 1.374, N17 1.390, C19 1.457
19 C 1.25 0.28 -2.30  N18 1.457, C20 1.529, C25 1.535, H40 1.096
20 C 2.74 0.52 -2.11  C19 1.529, C21 1.528, H41 1.092, H42 1.093
21 C 3.43 1.13 -3.33  C20 1.528, C22 1.530, H43 1.090, H44 1.092
22 C 3.60 0.13 -4.48  C21 1.530, C23 1.531, H45 1.092, H46 1.092
23 C 2.43 0.06 -5.46  C22 1.531, C24 1.532, H47 1.092, H48 1.092
24 C 1.03 0.12 -4.83  C23 1.532, C25 1.529, H49 1.091, H50 1.092
25 C 0.89 -0.62 -3.50  C19 1.535, C24 1.529, H51 1.093, H52 1.090
26 C -1.31 -0.87 3.17  C6 1.390, C27 1.387, H53 1.078
27 C -1.02 -0.10 4.29  C3 1.409, C26 1.387, O28 1.373
28 O -0.24 -0.56 5.32  C27 1.373, C29 1.407
29 C 0.21 -1.89 5.28  O28 1.407, H54 1.094, H55 1.094, H56 1.089
30 H 0.15 1.39 6.62  C1 1.092
31 H -1.50 0.87 7.04  C1 1.092
32 H -1.01 2.56 7.29  C1 1.090
33 H -2.69 2.69 3.39  C4 1.078
34 H -3.18 1.32 1.40  C5 1.079
35 H -2.35 -2.31 1.24  C7 1.094
36 H -2.62 -0.81 -2.05  C9 1.091
37 H -4.18 0.06 -2.08  C9 1.089
38 H -0.76 1.97 -0.79  N12 1.012
39 H 1.98 -1.86 -0.67  N17 1.008
40 H 0.75 1.24 -2.43  C19 1.096
41 H 3.24 -0.42 -1.88  C20 1.092
42 H 2.87 1.19 -1.25  C20 1.093
43 H 2.87 2.01 -3.68  C21 1.090
44 H 4.41 1.48 -3.02  C21 1.092
45 H 4.49 0.40 -5.05  C22 1.092
46 H 3.79 -0.86 -4.05  C22 1.092
47 H 2.52 -0.88 -6.02  C23 1.092
48 H 2.51 0.87 -6.18  C23 1.092
49 H 0.32 -0.30 -5.54  C24 1.091
50 H 0.75 1.17 -4.68  C24 1.092
51 H -0.15 -0.93 -3.38  C25 1.093
52 H 1.51 -1.52 -3.49  C25 1.090
53 H -0.93 -1.87 3.08  C26 1.078
54 H -0.62 -2.60 5.25  C29 1.094
55 H 0.87 -2.07 4.42  C29 1.094
56 H 0.77 -2.04 6.20  C29 1.089

Entry 2:
C21H27N3O4S | wB97M-V/def2-TZVPD

Values from the calculation:
**SMILES string**: COc1ccccc1N1CCN(C(=O)CN(Cc2ccccc2)S(C)(=O)=O)CC1
**Relative energy (zero: lowest compared OMol25 entry of this formula, charge and spin)**: 290.6 kJ/mol
**Largest force on an atom**: 0.825 eV/Å

Last columns: bonded neighbours and bond lengths (Å).
Atoms and positions in Å:
1 C 2.15 2.31 4.65  O2 1.412, H30 1.093, H31 1.096, H32 1.089
2 O 2.44 3.29 3.67  C1 1.412, C3 1.387
3 C 3.36 2.88 2.71  O2 1.387, C4 1.385, C8 1.408
4 C 4.59 3.51 2.70  C3 1.385, C5 1.384, H33 1.080
5 C 5.56 3.15 1.78  C4 1.384, C6 1.382, H34 1.079
6 C 5.29 2.15 0.87  C5 1.382, C7 1.383, H35 1.080
7 C 4.05 1.53 0.86  C6 1.383, C8 1.394, H36 1.078
8 C 3.05 1.89 1.76  C3 1.408, C7 1.394, N9 1.400
9 N 1.80 1.26 1.79  C8 1.400, C10 1.457, C29 1.449
10 C 0.65 2.13 1.60  N9 1.457, C11 1.526, H37 1.099, H38 1.089
11 C -0.60 1.43 2.13  C10 1.526, N12 1.451, H39 1.095, H40 1.090
12 N -0.78 0.17 1.45  C11 1.451, C13 1.340, C28 1.443
13 C -1.80 0.02 0.59  N12 1.340, O14 1.221, C15 1.531
14 O -2.68 0.86 0.46  C13 1.221
15 C -1.93 -1.32 -0.15  C13 1.531, N16 1.447, H41 1.100, H42 1.095
16 N -0.95 -1.43 -1.20  C15 1.447, C17 1.457, S24 1.679
17 C -0.93 -2.70 -1.91  N16 1.457, C18 1.506, H43 1.090, H44 1.095
18 C -2.20 -3.01 -2.65  C17 1.506, C19 1.390, C23 1.391
19 C -3.25 -3.68 -2.02  C18 1.390, C20 1.385, H45 1.081
20 C -4.44 -3.91 -2.69  C19 1.385, C21 1.384, H46 1.080
21 C -4.59 -3.48 -4.00  C20 1.384, C22 1.385, H47 1.080
22 C -3.55 -2.82 -4.63  C21 1.385, C23 1.384, H48 1.080
23 C -2.36 -2.58 -3.96  C18 1.391, C22 1.384, H49 1.080
24 S -0.79 -0.06 -2.16  N16 1.679, C25 1.806, O26 1.433, O27 1.434
25 C -2.44 0.50 -2.63  S24 1.806, H50 1.084, H51 1.082, H52 1.082
26 O -0.20 0.95 -1.34  S24 1.433
27 O -0.06 -0.45 -3.33  S24 1.434
28 C 0.37 -0.69 1.57  N12 1.443, C29 1.535, H53 1.098, H54 1.087
29 C 1.63 0.03 1.05  N9 1.449, C28 1.535, H55 1.099, H56 1.092
30 H 1.82 1.38 4.19  C1 1.093
31 H 3.03 2.11 5.27  C1 1.096
32 H 1.36 2.73 5.26  C1 1.089
33 H 4.78 4.27 3.43  C4 1.080
34 H 6.52 3.64 1.78  C5 1.079
35 H 6.04 1.85 0.14  C6 1.080
36 H 3.85 0.78 0.11  C7 1.078
37 H 0.50 2.33 0.53  C10 1.099
38 H 0.80 3.07 2.13  C10 1.089
39 H -0.50 1.24 3.20  C11 1.095
40 H -1.49 2.04 1.95  C11 1.090
41 H -2.96 -1.37 -0.54  C15 1.100
42 H -1.79 -2.15 0.56  C15 1.095
43 H -0.09 -2.63 -2.61  C17 1.090
44 H -0.71 -3.48 -1.17  C17 1.095
45 H -3.13 -4.03 -1.01  C19 1.081
46 H -5.24 -4.42 -2.20  C20 1.080
47 H -5.52 -3.66 -4.53  C21 1.080
48 H -3.66 -2.49 -5.66  C22 1.080
49 H -1.55 -2.07 -4.45  C23 1.080
50 H -2.93 0.88 -1.74  C25 1.084
51 H -2.99 -0.33 -3.07  C25 1.082
52 H -2.30 1.29 -3.35  C25 1.082
53 H 0.51 -0.93 2.63  C28 1.098
54 H 0.24 -1.61 1.00  C28 1.087
55 H 1.50 0.21 -0.03  C29 1.099
56 H 2.49 -0.61 1.22  C29 1.092

Entry 3:
C21H27N3O6 | wB97M-V/def2-TZVPD

Values from the calculation:
**SMILES string**: Cc1ccccc1OCCC(=O)OCC(=O)c1c(N)n(CC(C)C)c(=O)n(C)c1=O
**Relative energy (zero: lowest compared OMol25 entry of this formula, charge and spin)**: 18.7 kJ/mol
**Largest force on an atom**: 0.645 eV/Å

Last columns: bonded neighbours and bond lengths (Å).
Atoms and positions in Å:
1 C 5.49 0.84 1.06  C2 1.497, H31 1.089, H32 1.087, H33 1.089
2 C 4.29 1.22 0.23  C1 1.497, C3 1.385, C7 1.402
3 C 3.52 2.33 0.53  C2 1.385, C4 1.385, H34 1.080
4 C 2.41 2.66 -0.23  C3 1.385, C5 1.381, H35 1.078
5 C 2.06 1.86 -1.29  C4 1.381, C6 1.385, H36 1.080
6 C 2.81 0.75 -1.62  C5 1.385, C7 1.388, H37 1.079
7 C 3.93 0.42 -0.86  C2 1.402, C6 1.388, O8 1.379
8 O 4.78 -0.63 -1.13  C7 1.379, C9 1.404
9 C 4.25 -1.82 -1.67  O8 1.404, C10 1.541, H38 1.094, H39 1.095
10 C 3.58 -2.69 -0.58  C9 1.541, C11 1.511, H40 1.089, H41 1.090
11 C 2.41 -1.93 0.00  C10 1.511, O12 1.208, O13 1.326
12 O 1.38 -1.70 -0.60  C11 1.208
13 O 2.66 -1.54 1.24  C11 1.326, C14 1.428
14 C 1.68 -0.69 1.85  O13 1.428, C15 1.525, H42 1.092, H43 1.090
15 C 0.28 -1.24 1.58  C14 1.525, O16 1.229, C17 1.449
16 O 0.09 -2.44 1.77  C15 1.229
17 C -0.72 -0.33 1.06  C15 1.449, C18 1.403, C29 1.441
18 C -1.82 -0.87 0.37  C17 1.403, N19 1.333, N20 1.363
19 N -2.07 -2.17 0.41  C18 1.333, H44 1.005, H45 1.028
20 N -2.64 -0.05 -0.35  C18 1.363, C21 1.455, C25 1.396
21 C -3.78 -0.57 -1.08  N20 1.455, C22 1.536, H46 1.093, H47 1.094
22 C -4.96 -0.96 -0.17  C21 1.536, C23 1.526, C24 1.527, H48 1.095
23 C -5.41 0.24 0.65  C22 1.526, H49 1.088, H50 1.087, H51 1.087
24 C -6.10 -1.49 -1.03  C22 1.527, H52 1.087, H53 1.088, H54 1.087
25 C -2.46 1.33 -0.40  N20 1.396, O26 1.211, N27 1.363
26 O -3.15 2.04 -1.10  C25 1.211
27 N -1.47 1.84 0.38  C25 1.363, C28 1.453, C29 1.401
28 C -1.34 3.29 0.39  N27 1.453, H55 1.090, H56 1.087, H57 1.089
29 C -0.56 1.10 1.15  C17 1.441, N27 1.401, O30 1.217
30 O 0.24 1.68 1.86  C29 1.217
31 H 5.34 -0.14 1.49  C1 1.089
32 H 5.65 1.56 1.86  C1 1.087
33 H 6.37 0.80 0.43  C1 1.089
34 H 3.80 2.95 1.37  C3 1.080
35 H 1.83 3.53 0.03  C4 1.078
36 H 1.19 2.10 -1.89  C5 1.080
37 H 2.52 0.14 -2.46  C6 1.079
38 H 5.12 -2.36 -2.07  C9 1.094
39 H 3.54 -1.64 -2.48  C9 1.095
40 H 4.29 -2.90 0.21  C10 1.089
41 H 3.22 -3.61 -1.04  C10 1.090
42 H 1.89 -0.72 2.92  C14 1.092
43 H 1.81 0.33 1.47  C14 1.090
44 H -2.67 -2.61 -0.26  N19 1.005
45 H -1.34 -2.71 0.89  N19 1.028
46 H -4.11 0.24 -1.74  C21 1.093
47 H -3.47 -1.42 -1.70  C21 1.094
48 H -4.64 -1.75 0.52  C22 1.095
49 H -4.63 0.57 1.33  C23 1.088
50 H -6.29 -0.01 1.24  C23 1.087
51 H -5.67 1.08 0.00  C23 1.087
52 H -6.45 -0.71 -1.71  C24 1.087
53 H -5.78 -2.35 -1.62  C24 1.088
54 H -6.94 -1.79 -0.41  C24 1.087
55 H -0.99 3.64 -0.59  C28 1.090
56 H -0.63 3.55 1.16  C28 1.087
57 H -2.31 3.74 0.59  C28 1.089

Entry 4:
C21H27N5O2S | wB97M-V/def2-TZVPD

Values from the calculation:
**SMILES string**: Cn1c(=O)c2c(nc(SCCN3CCCCC3)n2Cc2ccccc2)n(C)c1=O
**Relative energy (zero: lowest compared OMol25 entry of this formula, charge and spin)**: 0.0 kJ/mol
**Largest force on an atom**: 1.381 eV/Å

Last columns: bonded neighbours and bond lengths (Å).
Atoms and positions in Å:
1 C -6.65 -0.29 0.05  N2 1.454, H30 1.087, H31 1.090, H32 1.090
2 N -5.24 -0.64 -0.07  C1 1.454, C3 1.399, C28 1.386
3 C -4.39 0.32 -0.65  N2 1.399, O4 1.219, C5 1.427
4 O -4.81 1.39 -1.04  C3 1.219
5 C -3.05 -0.16 -0.69  C3 1.427, C6 1.386, N18 1.382
6 C -2.69 -1.42 -0.24  C5 1.386, N7 1.350, N26 1.358
7 N -1.37 -1.64 -0.43  C6 1.350, C8 1.326
8 C -0.92 -0.53 -1.00  N7 1.326, S9 1.732, N18 1.349
9 S 0.71 -0.28 -1.52  C8 1.732, C10 1.825
10 C 1.48 -1.81 -0.92  S9 1.825, C11 1.525, H33 1.088, H34 1.089
11 C 2.32 -1.61 0.34  C10 1.525, N12 1.449, H35 1.106, H36 1.094
12 N 3.70 -1.31 0.02  C11 1.449, C13 1.453, C17 1.452
13 C 3.88 0.03 -0.50  N12 1.453, C14 1.525, H37 1.092, H38 1.106
14 C 5.31 0.23 -0.99  C13 1.525, C15 1.524, H39 1.091, H40 1.091
15 C 6.30 -0.02 0.14  C14 1.524, C16 1.524, H41 1.091, H42 1.093
16 C 6.04 -1.40 0.72  C15 1.524, C17 1.525, H43 1.091, H44 1.091
17 C 4.58 -1.53 1.16  N12 1.452, C16 1.525, H45 1.093, H46 1.106
18 N -1.89 0.40 -1.20  C5 1.382, C8 1.349, C19 1.446
19 C -1.73 1.74 -1.71  N18 1.446, C20 1.510, H47 1.092, H48 1.094
20 C -1.34 2.68 -0.60  C19 1.510, C21 1.389, C25 1.388
21 C -2.32 3.23 0.21  C20 1.389, C22 1.384, H49 1.080
22 C -1.97 4.05 1.27  C21 1.384, C23 1.385, H50 1.080
23 C -0.64 4.34 1.52  C22 1.385, C24 1.384, H51 1.080
24 C 0.34 3.79 0.71  C23 1.384, C25 1.384, H52 1.080
25 C 0.00 2.97 -0.35  C20 1.388, C24 1.384, H53 1.080
26 N -3.58 -2.27 0.32  C6 1.358, C27 1.446, C28 1.381
27 C -3.16 -3.57 0.79  N26 1.446, H54 1.090, H55 1.088, H56 1.090
28 C -4.91 -1.89 0.41  N2 1.386, N26 1.381, O29 1.212
29 O -5.75 -2.62 0.90  C28 1.212
30 H -6.78 0.70 -0.37  C1 1.087
31 H -6.95 -0.31 1.10  C1 1.090
32 H -7.25 -1.02 -0.50  C1 1.090
33 H 0.65 -2.49 -0.74  C10 1.088
34 H 2.11 -2.19 -1.73  C10 1.089
35 H 1.85 -0.84 0.97  C11 1.106
36 H 2.31 -2.55 0.89  C11 1.094
37 H 3.19 0.18 -1.33  C13 1.092
38 H 3.65 0.79 0.27  C13 1.106
39 H 5.50 -0.49 -1.80  C14 1.091
40 H 5.42 1.23 -1.39  C14 1.091
41 H 7.32 0.06 -0.22  C15 1.091
42 H 6.15 0.74 0.92  C15 1.093
43 H 6.25 -2.16 -0.04  C16 1.091
44 H 6.69 -1.59 1.58  C16 1.091
45 H 4.40 -2.54 1.54  C17 1.093
46 H 4.38 -0.81 1.97  C17 1.106
47 H -2.69 2.04 -2.14  C19 1.092
48 H -0.96 1.71 -2.49  C19 1.094
49 H -3.36 3.01 0.01  C21 1.080
50 H -2.74 4.48 1.90  C22 1.080
51 H -0.37 4.98 2.34  C23 1.080
52 H 1.38 4.02 0.89  C24 1.080
53 H 0.76 2.55 -0.98  C25 1.080
54 H -2.75 -4.15 -0.04  C27 1.090
55 H -4.04 -4.08 1.19  C27 1.088
56 H -2.40 -3.46 1.55  C27 1.090